[1]
Molecular formula: C5H6F2O
Method: DFT, ωB97M-V with the def2-TZVPD basis set

Each line ends with the Mulliken charge.
Geometry (Å):
C -2.022 -0.923 0.096  -0.966
C 0.045 -0.057 -0.024  0.633
C -0.462 1.184 0.067  -0.432
C 1.476 -0.498 0.025  0.387
C 2.399 0.296 -0.465  -0.690
H -2.511 -0.121 -0.424  0.366
H -2.164 -0.619 1.195  0.377
H -2.402 -1.874 -0.094  0.282
H -1.460 1.460 0.127  0.369
H 3.605 0.171 -0.548  0.228
H 2.067 1.264 -0.600  0.277
O -0.610 -1.078 -0.413  -0.319
F 0.245 2.399 0.382  -0.278
F 1.794 -1.605 0.676  -0.236

* HOMO energy: -8.96 eV
* gap between HOMO and LUMO: 9.68 eV
* energy relative to the best compared isomer or geometry (same formula, charge and spin): 72.6 kcal per mole
* SMILES: C=C(F)/C(=C\F)OC



[2]
Molecular formula: C14H15BN2O2S
Method: DFT, ωB97M-V with the def2-TZVPD basis set

Each line ends with the Mulliken charge.
Geometry (Å):
C 4.690 1.019 -1.280  -0.640
O 4.264 2.314 -1.669  -0.522
B 3.275 2.874 -0.900  0.768
O 3.494 4.072 -0.236  -0.495
C 1.863 2.180 -0.790  0.263
C 1.331 1.465 -1.864  -0.363
C 0.105 0.827 -1.794  -0.794
C -0.635 0.881 -0.614  0.367
C -0.126 1.603 0.459  0.486
C 1.100 2.242 0.381  -1.055
S -1.114 1.686 1.932  -0.323
C -1.742 0.026 1.912  0.744
C -1.899 -0.684 3.094  -0.561
C -2.400 -1.976 3.063  -0.691
C -2.726 -2.534 1.831  -0.680
C -2.574 -1.831 0.641  0.966
C -2.958 -2.512 -0.661  -1.611
N -1.875 -3.269 -1.293  -0.530
C -2.068 -0.526 0.673  -0.089
N -1.892 0.224 -0.526  -0.319
H 5.166 0.533 -2.125  0.232
H 5.431 1.075 -0.485  0.254
H 3.861 0.385 -0.966  0.309
H 3.311 3.925 0.697  0.295
H 1.906 1.409 -2.778  0.450
H -0.284 0.282 -2.641  0.418
H 1.444 2.796 1.242  0.160
H -1.626 -0.201 4.020  0.390
H -2.528 -2.564 3.955  0.393
H -3.105 -3.546 1.812  0.391
H -3.757 -3.205 -0.414  0.479
H -3.393 -1.804 -1.360  0.445
H -1.597 -4.023 -0.677  0.299
H -1.044 -2.690 -1.361  0.268
H -1.897 -0.451 -1.279  0.294

* HOMO energy: -8.02 eV
* gap between HOMO and LUMO: 8.51 eV
* energy relative to the best compared isomer or geometry (same formula, charge and spin): 0.0 kcal per mole
* SMILES: COB(O)c1ccc2c(c1)Sc1cccc(CN)c1N2



[3]
Molecular formula: C18H23Cl3N2O3PdS2Si
Method: DFT, ωB97M-V with the def2-TZVPD basis set

Each line ends with the Mulliken charge.
Geometry (Å):
Pd -0.475 -1.622 0.300  -0.030
C -3.460 -4.375 -1.047  -1.563
C -2.553 -3.219 -0.839  0.174
N -1.823 -3.070 0.209  0.548
O -1.796 -4.099 1.124  -0.443
C -2.463 -2.135 -1.817  0.933
C -3.370 -1.998 -3.000  -1.609
N -1.559 -1.223 -1.583  0.842
O -1.283 -0.195 -2.150  -0.589
H -3.134 -5.244 -0.485  0.437
H -3.511 -4.609 -2.110  0.411
H -4.467 -4.109 -0.713  0.371
H -1.894 -3.655 1.984  0.317
H -4.384 -2.291 -2.727  0.418
H -3.036 -2.638 -3.820  0.364
H -3.381 -0.969 -3.348  0.455
O 0.701 0.088 -0.061  -0.172
S -0.045 1.435 -0.291  0.503
C 0.454 2.496 1.027  0.522
C -0.566 2.983 1.833  -0.218
C -0.241 3.832 2.884  -0.775
C 1.084 4.169 3.112  -0.420
C 2.099 3.671 2.295  -0.838
C 1.788 2.833 1.242  -0.279
C 0.761 2.153 -1.698  0.344
C 0.208 3.322 -2.203  -0.560
C 0.819 3.923 -3.291  -0.677
C 1.952 3.352 -3.858  -0.455
C 2.483 2.177 -3.342  -0.752
C 1.883 1.561 -2.253  -0.033
H -1.596 2.702 1.644  0.387
H -1.022 4.227 3.519  0.440
H 1.335 4.831 3.930  0.437
H 3.126 3.958 2.475  0.446
H 2.563 2.469 0.577  0.463
H -0.679 3.761 -1.761  0.471
H 0.408 4.836 -3.700  0.435
H 2.420 3.823 -4.712  0.432
H 3.367 1.741 -3.787  0.427
H 2.277 0.640 -1.846  0.368
C 0.715 -2.317 3.668  -1.033
S 0.708 -0.971 2.462  0.402
C 2.481 -0.648 2.405  -0.807
H 0.922 -1.886 4.646  0.425
H 1.467 -3.066 3.430  0.332
H -0.281 -2.754 3.692  0.299
H 3.070 -1.546 2.284  0.372
H 2.715 -0.184 3.364  0.428
H 2.670 0.054 1.599  0.091
Cl 0.638 -4.877 -1.212  -0.114
Si 1.107 -3.272 -0.122  0.519
Cl -2.183 -0.551 1.570  -0.318
Cl 2.983 -3.514 0.501  -0.129

* HOMO energy (alpha / beta): -14.36 / -14.36 eV
* gap between HOMO and LUMO (alpha / beta): 5.94 / 5.77 eV
* energy relative to the best compared isomer or geometry (same formula, charge and spin): 88.9 kcal per mole
* net charge: +2



[4]
Molecular formula: C43H53AsF5N4OSSbSi3Tl
Method: DFT, ωB97M-V with the def2-TZVPD basis set

Each line ends with the Mulliken charge.
Geometry (Å):
Tl -0.710 -0.094 0.192  0.928
C 5.731 0.435 -2.115  -1.350
C 5.167 1.100 -0.863  -0.288
N 4.546 0.154 0.041  0.051
C 3.227 -0.049 0.232  -0.359
S 2.166 1.334 -0.241  -0.388
N 2.874 -1.166 0.723  -0.892
N 1.584 -1.554 0.970  1.672
C 1.429 -2.825 1.143  0.220
C 2.558 -3.810 1.102  -2.224
C 0.078 -3.356 1.364  0.572
C -0.132 -4.655 1.832  -0.936
C -1.427 -5.131 1.968  -0.907
C -2.484 -4.302 1.634  -1.031
C -2.194 -3.021 1.192  -0.263
N -0.959 -2.565 1.065  0.815
H 6.208 1.190 -2.733  0.440
H 4.943 -0.042 -2.694  0.158
H 6.480 -0.309 -1.858  0.396
H 4.419 1.839 -1.151  0.235
H 5.973 1.604 -0.321  0.315
H 5.113 -0.660 0.248  0.268
H 3.444 -3.324 0.703  0.353
H 2.295 -4.661 0.480  0.504
H 2.767 -4.163 2.111  0.393
H 0.692 -5.288 2.114  0.558
H -1.601 -6.137 2.323  0.441
H -3.505 -4.630 1.717  0.644
H -2.971 -2.320 0.926  0.148
C -2.766 -0.610 -7.245  -0.483
C -1.540 -1.200 -6.987  -0.677
C -1.069 -1.300 -5.687  -0.357
C -1.831 -0.803 -4.639  0.662
C -3.059 -0.203 -4.904  -0.363
C -3.528 -0.112 -6.200  -0.775
As -1.336 -0.846 -2.735  0.585
C -2.262 -2.482 -2.281  1.087
C -3.621 -2.617 -2.074  -0.575
C -4.141 -3.848 -1.711  -0.693
C -3.298 -4.936 -1.542  -1.157
C -1.937 -4.809 -1.748  -0.343
C -1.405 -3.583 -2.131  -0.110
C 0.003 -3.297 -2.396  0.688
C 1.046 -4.214 -2.331  -0.463
C 2.341 -3.809 -2.598  -0.905
C 2.610 -2.489 -2.923  -0.669
C 1.575 -1.569 -3.001  -1.015
C 0.272 -1.964 -2.749  0.019
H -3.129 -0.541 -8.261  0.375
H -0.943 -1.580 -7.804  0.408
H -0.111 -1.766 -5.489  0.338
H -3.640 0.192 -4.076  0.303
H -4.481 0.358 -6.399  0.435
H -4.261 -1.754 -2.179  0.374
H -5.202 -3.959 -1.552  0.457
H -3.709 -5.893 -1.250  0.433
H -1.295 -5.668 -1.605  0.442
H 0.847 -5.247 -2.081  0.468
H 3.147 -4.527 -2.558  0.443
H 3.627 -2.184 -3.123  0.415
H 1.782 -0.539 -3.272  0.543
C 4.100 4.635 0.768  -0.989
Si 3.645 3.709 2.375  0.643
C 4.887 2.348 2.877  -0.881
C 3.330 4.937 3.797  -1.143
Sb 1.370 2.358 1.862  -0.449
Si -0.387 4.051 0.687  0.522
C -2.077 3.196 0.510  -0.511
C -0.435 5.416 2.022  -1.068
C 0.390 4.641 -0.949  -1.039
Si 0.450 0.746 3.881  0.674
C 0.271 2.170 5.139  -1.142
C 1.937 -0.400 4.229  -0.840
C -1.240 -0.079 3.591  -0.245
H 5.172 4.791 0.700  0.448
H 3.627 5.613 0.734  0.359
H 3.787 4.078 -0.110  0.187
H 5.905 2.721 2.865  0.422
H 4.835 1.502 2.198  0.154
H 4.689 1.985 3.882  0.350
H 4.236 5.491 4.014  0.409
H 3.028 4.443 4.714  0.326
H 2.565 5.662 3.541  0.294
H -2.428 2.799 1.460  0.330
H -2.061 2.385 -0.216  -0.405
H -2.823 3.907 0.164  0.588
H -0.600 4.998 3.011  0.291
H -1.240 6.118 1.830  0.436
H 0.490 5.982 2.050  0.279
H 0.875 3.824 -1.478  0.273
H 1.128 5.419 -0.780  0.322
H -0.369 5.052 -1.609  0.433
H 1.207 2.694 5.303  0.230
H -0.078 1.804 6.099  0.430
H -0.461 2.892 4.789  0.317
H 2.796 0.163 4.589  0.332
H 2.238 -0.929 3.328  0.084
H 1.694 -1.145 4.981  0.452
H -2.031 0.648 3.420  0.187
H -1.525 -0.653 4.472  0.573
H -1.237 -0.775 2.753  -0.568
F -7.482 2.874 1.066  -0.329
C -6.444 2.070 0.777  0.678
C -5.813 2.139 -0.463  0.051
F -6.249 3.015 -1.382  -0.322
C -4.731 1.326 -0.735  -0.337
F -4.084 1.421 -1.928  -0.393
C -4.206 0.384 0.190  -0.045
O -3.189 -0.337 -0.060  0.811
C -4.899 0.348 1.428  0.102
F -4.443 -0.508 2.381  -0.407
C -5.971 1.167 1.722  0.075
F -6.542 1.114 2.938  -0.312

* HOMO energy: -8.99 eV
* gap between HOMO and LUMO: 5.66 eV
* energy relative to the best compared isomer or geometry (same formula, charge and spin): 39.2 kcal per mole
* net charge: +1



[5]
Molecular formula: C2H8SSi
Method: DFT, ωB97M-V with the def2-TZVPD basis set

Each line ends with the Mulliken charge.
Geometry (Å):
C 0.916 -1.239 -0.666  -1.150
C -0.364 -0.090 -0.232  -0.082
Si 0.070 0.928 1.234  0.381
S -0.744 0.807 -1.700  -0.291
H 1.191 -0.972 -1.657  0.385
H 0.661 -2.243 -0.516  0.285
H 1.643 -0.952 -0.049  0.408
H -1.358 -0.597 -0.007  0.311
H 0.773 2.221 1.406  -0.120
H -1.174 1.467 1.802  -0.140
H 0.474 -0.147 2.188  -0.111
H -2.088 0.817 -1.803  0.123

* HOMO energy: -8.81 eV
* gap between HOMO and LUMO: 9.53 eV
* energy relative to the best compared isomer or geometry (same formula, charge and spin): 58.2 kcal per mole
* SMILES: C[C@@H]([SiH3])S



[6]
Molecular formula: C27H51N3O9S
Method: DFT, ωB97M-V with the def2-TZVPD basis set

Each line ends with the Mulliken spin population.
Geometry (Å):
C -4.398 -3.339 2.913  0.000
C -4.041 -4.151 1.708  0.000
O -4.325 -5.316 1.605  0.000
N -3.274 -3.419 0.727  0.000
O -4.061 -2.593 -0.109  0.000
S -5.209 -3.444 -1.006  0.000
O -5.061 -2.921 -2.328  0.000
O -6.494 -2.670 -0.387  0.000
C -7.501 -3.583 0.065  0.000
C -8.817 -2.870 0.098  0.000
C -9.905 -3.678 0.789  0.000
C -10.125 -5.051 0.200  0.000
O -10.916 -5.844 1.089  0.000
C -10.250 -6.789 1.768  0.000
O -10.651 -7.246 2.819  0.000
C -2.258 -4.170 -0.028  0.000
C -2.596 -5.391 -0.830  0.000
O -1.116 -3.764 0.037  0.000
H -3.472 -2.959 3.319  0.000
H -4.850 -3.999 3.632  0.000
H -5.029 -2.506 2.640  0.000
H -7.284 -3.960 1.057  0.000
H -7.565 -4.417 -0.623  0.000
H -8.726 -1.941 0.641  0.000
H -9.148 -2.607 -0.897  0.000
H -9.677 -3.791 1.841  0.000
H -10.839 -3.141 0.747  0.000
H -10.640 -4.965 -0.744  0.000
H -9.192 -5.562 0.010  0.000
H -9.323 -7.166 1.320  0.000
H -3.563 -5.813 -0.618  0.000
H -1.838 -6.125 -0.612  0.000
H -2.526 -5.176 -1.885  0.000
C 1.563 -1.902 -0.209  0.026
C 2.761 -2.020 0.747  0.004
C 2.618 -1.037 1.910  0.034
C 2.901 0.413 1.518  -0.028
C 4.274 0.525 0.861  0.036
C 4.442 -0.417 -0.333  -0.001
N 4.051 -1.813 0.023  0.363
O 5.016 -2.404 0.643  0.559
C 3.613 0.111 -1.520  0.045
C 5.894 -0.394 -0.793  -0.012
C 2.691 -3.441 1.295  -0.007
H 1.602 -2.678 -0.974  -0.013
H 0.636 -2.032 0.343  0.001
H 1.483 -0.942 -0.713  0.003
H 3.310 -1.321 2.710  0.006
H 1.612 -1.121 2.325  0.001
H 2.118 0.788 0.852  0.002
H 2.872 1.045 2.407  0.001
H 4.448 1.553 0.534  0.009
H 5.041 0.302 1.609  0.001
H 3.499 -0.649 -2.293  -0.025
H 4.121 0.961 -1.977  0.005
H 2.629 0.474 -1.233  0.001
H 6.585 -0.652 0.007  0.001
H 6.148 0.609 -1.134  0.001
H 6.054 -1.087 -1.622  -0.002
H 2.864 -4.175 0.508  -0.003
H 1.698 -3.613 1.709  0.000
H 3.417 -3.614 2.088  0.001
C 4.080 7.919 -0.462  0.008
C 4.640 6.531 -0.104  0.022
C 5.723 6.114 -1.100  0.024
C 5.168 5.692 -2.459  -0.022
C 4.118 4.596 -2.285  0.027
C 2.996 4.993 -1.326  0.020
N 3.548 5.517 -0.042  0.380
O 3.887 4.541 0.730  0.531
C 2.078 6.029 -2.008  0.020
C 2.120 3.782 -1.041  -0.030
C 5.274 6.698 1.273  -0.004
H 3.389 8.264 0.308  -0.009
H 4.896 8.639 -0.525  0.001
H 3.562 7.962 -1.416  0.000
H 6.293 5.277 -0.682  0.006
H 6.429 6.937 -1.225  0.001
H 4.747 6.554 -2.984  0.000
H 5.981 5.320 -3.085  0.001
H 3.684 4.334 -3.252  0.001
H 4.613 3.693 -1.910  0.001
H 1.437 6.520 -1.276  -0.010
H 1.429 5.530 -2.726  0.001
H 2.616 6.789 -2.570  0.001
H 2.696 2.945 -0.649  0.020
H 1.646 3.442 -1.961  0.000
H 1.331 4.021 -0.326  -0.002
H 4.521 6.922 2.029  0.001
H 5.982 7.525 1.242  0.000
H 5.819 5.810 1.587  0.002

* spin multiplicity: 3
* HOMO energy (alpha / beta): -8.03 / -9.01 eV
* gap between HOMO and LUMO (alpha / beta): 7.93 / 8.91 eV



Number 1: electronic energy -468.95314 Eh. Number 2: electronic energy -1225.61302 Eh. Number 3: electronic energy -3628.62886 Eh. Number 4: electronic energy -6378.96747 Eh. Number 5: electronic energy -768.59228 Eh. Number 6: electronic energy -2298.76983 Eh.